20
Properties=species:S:1:pos:R:3:forces:R:3 method="wB97M-V/def2-TZVPD" e_tot_ev=-48188.9101 de_lowest_kcal_mol=127.1 spin_multiplicity=1 lumo_ev="2.35 / 2.39" charge=-1
F 3.148 -2.709 -1.975 0.7572 -0.0567 0.0361
F 1.212 -2.235 -2.676 -0.8936 -0.1547 -0.6990
O 0.354 1.564 1.118 -0.6584 1.7800 -2.3274
O 0.590 -0.340 -0.955 -0.9284 1.5681 -1.0821
C -2.673 1.960 0.904 -0.1183 -0.2677 -0.8575
S 1.713 1.160 1.479 4.1035 -3.8863 2.7646
O 3.368 -0.163 -1.580 -1.0818 0.8938 -2.1047
H -3.634 1.435 0.982 0.1330 0.3411 0.2954
S 2.088 -0.425 -0.892 4.8593 -2.0357 1.6431
N 2.531 0.074 0.531 -0.7800 0.7595 -0.2675
Be -0.284 0.258 0.197 5.1049 2.8491 -0.3394
C 1.990 -2.185 -1.605 0.4835 0.6236 0.4701
O -1.586 1.055 1.040 -4.6585 -2.6438 -0.6370
C -2.610 -1.147 -0.010 -2.2847 -1.3743 0.3657
C -1.599 -0.372 0.208 -5.3183 -0.3026 1.5850
F 1.505 -2.982 -0.663 -0.7831 -0.7939 0.5659
O 2.553 1.801 2.496 0.3599 1.3765 0.4033
H -2.534 2.739 1.663 -0.1204 -0.3508 -0.0064
H -2.630 2.441 -0.083 -0.0872 -0.0322 0.0888
O -3.502 -1.929 -0.179 1.9115 1.7070 0.1030

71
Properties=species:S:1:pos:R:3:forces:R:3 method="wB97M-V/def2-TZVPD" e_tot_ev=-115275.3489 de_lowest_kcal_mol=0.0 spin_multiplicity=4 lumo_ev="-7.33 / -6.92" charge=+2
H -0.343 -2.848 -3.268 0.0137 -0.0147 -0.0004
C 0.623 -2.415 -1.391 -0.3204 0.2300 0.0914
C -3.300 -1.767 -1.758 0.0623 -0.0433 0.0331
O 0.619 3.930 -0.373 -0.2454 -0.4445 0.4115
C 2.762 0.647 -1.495 0.2883 -0.4403 -0.1868
C -2.129 -2.138 3.032 -0.0127 0.0623 0.0209
C 1.744 1.969 3.396 0.4767 -0.7292 0.0661
C 1.750 4.104 -1.229 0.2691 0.1339 -0.1160
Cl 3.793 -1.346 2.775 0.0244 -0.1625 -0.1171
O 2.230 1.864 -0.983 -0.0868 -0.0906 0.0080
Cl 0.633 2.874 2.414 -0.1702 1.6849 1.8582
C 2.918 1.547 5.423 -0.0544 0.0073 -0.1785
H -2.680 -4.020 3.892 0.0023 -0.0045 -0.0030
H 1.623 4.967 -1.884 -0.0998 -0.0062 0.0541
H -0.627 5.435 -1.056 0.0164 -0.0028 -0.0333
H 1.133 2.550 -2.608 0.0537 -0.0486 0.0002
C -1.638 -1.489 1.911 -0.0047 -0.1559 -0.0434
C -1.690 3.959 0.069 0.0805 0.3277 -0.1408
C 2.782 -3.399 -1.049 0.0474 0.0375 0.0729
C 1.744 -2.612 -0.583 -0.0141 0.0199 -0.0107
H -2.383 -1.571 3.918 0.0173 -0.0152 0.0150
C -1.320 -2.230 0.776 0.1284 0.3301 -0.1766
H -3.533 -2.359 -0.881 -0.0282 0.0023 -0.0165
C -1.486 -3.613 0.755 -0.0015 0.0172 -0.0163
C -2.027 -1.235 -1.929 0.3582 0.0871 0.1602
H 2.868 2.953 -2.639 0.0265 -0.1126 0.0589
H -0.822 3.857 -1.878 0.0467 0.0475 -0.0405
C -1.978 -4.252 1.881 -0.0274 -0.0353 -0.0016
C 0.534 -2.996 -2.652 0.0098 -0.0083 -0.0074
H -1.490 -0.416 1.912 -0.0111 -0.0430 0.1089
H -3.708 2.430 0.592 0.0444 0.0241 -0.0707
H -1.483 4.399 1.050 -0.0542 -0.0624 0.0258
C -2.768 1.994 0.928 -0.2290 -0.1728 0.0481
C -3.959 -0.780 -3.851 -0.0066 -0.0113 0.0106
Cl 3.312 1.962 7.029 0.0181 0.0098 0.0215
H -2.669 4.298 -0.271 -0.0186 -0.0612 -0.0027
H -2.787 0.920 0.757 -0.0055 0.0736 -0.0307
C 1.584 -3.780 -3.109 0.0454 -0.0634 -0.0404
H 2.046 0.145 -2.153 -0.0427 0.0622 0.0420
C -4.265 -1.532 -2.727 -0.0704 -0.0283 0.0067
H -2.632 2.208 1.991 0.0741 0.0432 -0.0345
P -0.714 -1.426 -0.714 -0.2304 -0.6152 -0.2874
H -5.259 -1.942 -2.605 0.0082 -0.0068 -0.0053
H 1.790 -2.145 0.396 0.0821 -0.0507 0.0143
C 2.700 -3.983 -2.309 -0.0828 0.0148 -0.0363
H -4.715 -0.609 -4.606 -0.0017 -0.0032 0.0050
O 1.870 0.490 1.543 -1.1284 0.5838 -0.9536
H -1.232 -4.183 -0.132 0.0230 -0.0261 0.0330
H -0.724 -0.046 -3.154 -0.0307 0.0181 -0.1204
H -2.453 0.340 -4.898 -0.0086 -0.0009 0.0112
H 2.984 0.011 -0.645 -0.0106 -0.0296 0.0452
Cl 1.368 3.772 5.358 -0.0575 0.0189 -0.0691
C 1.995 2.835 -1.991 -0.0839 0.2964 -0.0901
H 3.656 -3.563 -0.433 -0.0112 -0.0051 0.0114
C 2.048 2.352 4.691 0.1063 0.0039 0.1741
C -2.687 -0.243 -4.017 0.0522 0.0306 -0.0186
O -1.683 2.528 0.145 0.7626 -0.3744 0.2167
Re 0.367 1.528 0.605 -0.0566 -2.2705 -2.8306
H 2.599 4.271 -0.567 0.0061 0.1440 -0.0231
N -0.205 0.071 -0.335 0.2710 1.2430 1.2758
C 3.131 0.044 3.514 -0.1132 0.1686 -0.0336
H -2.110 -5.325 1.876 0.0046 0.0022 -0.0027
C -1.720 -0.463 -3.053 -0.0508 -0.0520 0.0454
H 3.680 0.846 -2.051 -0.0250 0.0634 0.0574
H 1.524 -4.239 -4.086 0.0078 -0.0051 0.0100
C -2.298 -3.516 3.014 -0.0100 -0.0031 0.0127
H 3.508 -4.608 -2.666 0.0138 0.0175 -0.0026
Cl 4.531 -0.583 5.716 0.0034 -0.0120 -0.0309
C 3.459 0.397 4.822 -0.0347 0.0653 0.0096
C -0.630 4.351 -0.921 -0.1665 0.0332 0.0100
C 2.238 0.826 2.768 0.1618 0.3071 0.7263

51
Properties=species:S:1:pos:R:3:forces:R:3 method="wB97M-V/def2-TZVPD" e_tot_ev=-31316.7726 de_lowest_kcal_mol=2.6 spin_multiplicity=1 lumo_ev=0.21 smiles="Cc1ccccc1C(=O)c1cccn1CC(=O)NC[C@@H](C)c1ccccc1"
C 0.215 0.099 4.370 0.0228 -0.0004 -0.0793
H 1.518 2.341 6.550 0.0159 0.0403 0.0750
C 2.852 -1.967 -0.113 0.3070 -0.0867 0.0461
H -3.749 -2.398 -2.318 -0.0494 -0.0563 0.0404
C 0.516 -1.627 -0.782 -0.5556 0.0124 -0.6911
C -2.282 -0.980 -5.004 0.0194 -0.0165 -0.0981
N -0.052 0.642 -1.348 -0.2382 0.4825 0.2523
C 2.945 -0.860 1.816 -0.3509 0.0778 -0.0734
H -1.433 0.971 -5.060 0.0812 0.0957 -0.0696
H 3.054 -2.548 -0.991 -0.0488 -0.0905 -0.1845
C 1.655 1.681 3.245 -0.0796 -0.0704 -0.0409
C 0.487 0.748 5.566 -0.0073 -0.0141 -0.0390
H -2.392 1.937 -1.539 0.0210 -0.0478 -0.0491
C -3.248 -1.657 -2.923 -0.0399 -0.1346 0.0454
C 1.323 1.850 5.609 0.0490 0.0574 0.0155
C -0.681 -1.100 4.324 -0.0891 0.0001 -0.0290
C -1.953 0.245 -4.455 -0.0573 0.0268 0.0252
H -1.965 3.976 -2.796 0.0305 0.1243 0.0051
C 0.533 -0.065 1.881 -0.0800 0.0994 -0.0288
H -0.415 -1.640 -0.213 0.1802 -0.0807 -0.0529
C -2.920 -0.429 -2.377 -0.0071 0.0396 -0.0187
C -2.183 3.065 -3.349 -0.0193 -0.1554 0.2240
H 4.727 -1.890 1.018 0.1770 -0.0690 -0.0189
H -2.023 -1.194 -6.030 0.0259 -0.0180 -0.0813
H 0.035 0.384 6.478 -0.0520 -0.0504 0.0739
O 0.928 -0.636 -2.944 0.1415 -0.1352 -0.3684
H -0.470 0.619 -0.422 0.1244 -0.1605 -0.1314
C 0.474 -0.492 -1.829 0.0730 -0.4474 0.5208
H -3.237 3.068 -3.618 -0.0715 0.0581 -0.0587
C 1.906 2.321 4.445 0.0553 0.0865 0.0481
H -0.117 -1.982 4.020 -0.0215 -0.1031 -0.0081
H -0.030 2.693 -1.685 0.0080 -0.0057 -0.1041
H -3.168 -0.220 -1.345 -0.0215 0.0531 0.0989
O -0.578 0.030 1.361 0.0440 -0.0484 0.2599
H -1.477 -0.948 3.598 -0.0612 -0.0642 0.0020
C -2.274 0.539 -3.136 -0.1499 0.0688 0.1487
C 0.816 0.574 3.203 -0.1088 0.2776 0.2138
N 1.630 -1.456 0.112 0.1026 0.0043 0.2068
H 2.103 2.042 2.331 0.0633 0.0264 -0.0782
H -1.125 -1.289 5.299 -0.0132 -0.0544 0.0440
H 2.557 3.183 4.471 0.0452 0.0749 0.0027
C 1.654 -0.749 1.295 0.3315 -0.0681 0.2112
C 3.695 -1.619 0.925 0.0756 -0.0963 -0.1418
H -1.593 3.073 -4.261 0.0554 0.0308 -0.1365
H 0.638 -2.569 -1.321 0.0018 0.1704 0.0700
C -2.930 -1.936 -4.241 -0.0218 -0.1091 -0.0341
H -3.181 -2.895 -4.669 -0.0221 -0.0686 -0.0362
C -1.862 1.842 -2.494 0.2398 0.0559 -0.1505
H 3.284 -0.434 2.739 0.0061 0.0781 0.1564
C -0.353 1.776 -2.188 -0.0981 0.1012 -0.0423
H 0.213 1.650 -3.114 -0.0334 0.1096 0.0588